Formula: C7H15N
Source: the OMol25 dataset
Level of theory: ωB97M-V/def2-TZVPD

Spin multiplicity: 2
Gap between HOMO and LUMO (alpha / beta) (eV): 2.44 / 8.84
Energy above the lowest of the compared OMol25 structures with the same formula, charge and spin (kJ/mol): 240.3
HOMO (alpha / beta) (eV): 1.46 / -4.92
Net charge: -1
Energy (eV): -8988.0657

Each line ends with the Löwdin spin population.
Positions of all 23 atoms, in Å:
C: -1.02 -0.31 0.99  0.048
C: 0.40 -0.22 1.59  0.080
C: 0.41 0.10 3.05  0.039
C: 1.06 1.09 3.66  0.115
C: -1.11 -1.19 -0.34  0.038
N: -1.06 -0.33 -1.61  0.011
C: 0.30 0.13 -2.10  0.166
C: 0.47 0.36 -3.54  0.120
H: -1.41 0.81 0.76  0.035
H: -1.73 -0.86 1.71  0.005
H: 0.94 -1.21 1.42  0.021
H: 1.00 0.50 0.92  0.041
H: -0.21 -0.61 3.60  0.004
H: 0.81 1.54 4.58  0.011
H: 1.85 1.59 3.03  0.037
H: -2.09 -1.63 -0.32  0.006
H: -0.43 -2.11 -0.54  0.014
H: -1.74 0.44 -1.58  0.023
H: 0.53 1.23 -1.68  0.085
H: 1.11 -0.57 -1.66  0.038
H: 0.20 -0.40 -4.29  0.008
H: 0.25 1.39 -3.92  0.025
H: 1.46 0.27 -3.74  0.028


Formula: C7H15N
Source: the OMol25 dataset
Level of theory: ωB97M-V/def2-TZVPD

Spin multiplicity: 1
Structure (SMILES): CCN1CCC[C@@H]1C
Gap between HOMO and LUMO (eV): 9.06
Energy above the lowest of the compared OMol25 structures with the same formula, charge and spin (kJ/mol): 201.2
HOMO (eV): -7.99
Energy (eV): -8990.4047

Each line ends with the Mulliken charge.
Positions of all 23 atoms, in Å:
C: 0.46 2.28 0.95  -1.464
C: -0.71 1.66 0.22  -0.675
N: -0.57 0.30 -0.21  -0.077
C: -0.10 0.21 -1.58  -0.625
C: 0.40 -1.26 -1.70  -0.568
C: 0.98 -1.46 -0.35  -0.815
C: 0.18 -0.63 0.66  0.711
C: -0.72 -1.35 1.67  -1.681
H: 1.41 1.85 0.63  0.409
H: 0.44 2.14 1.97  0.418
H: 0.25 3.27 0.85  0.406
H: -1.68 1.67 1.01  0.275
H: -1.24 2.24 -0.48  0.605
H: 0.88 0.75 -1.78  0.204
H: -1.00 0.62 -2.14  0.358
H: -0.38 -1.98 -1.96  0.291
H: 1.15 -1.35 -2.58  0.299
H: 1.03 -2.45 -0.01  0.423
H: 2.10 -1.14 -0.42  0.262
H: 0.91 0.07 1.31  0.085
H: -0.27 -2.27 2.02  0.431
H: -1.67 -1.50 1.24  0.398
H: -0.84 -0.74 2.56  0.329


Formula: C7H15N
Source: the OMol25 dataset
Level of theory: ωB97M-V/def2-TZVPD

Spin multiplicity: 1
Gap between HOMO and LUMO (alpha / beta) (eV): 8.05 / 8.05
Energy above the lowest of the compared OMol25 structures with the same formula, charge and spin (kJ/mol): 476.8
HOMO (alpha / beta) (eV): -7.38 / -7.37
Energy (eV): -8987.5479

Each line ends with the Mulliken charge.
Positions of all 23 atoms, in Å:
C: 1.35 0.30 -0.58  0.285
C: 0.18 1.22 -0.94  -0.469
C: -2.34 -0.42 0.90  -0.538
C: -0.69 1.19 0.30  -0.988
C: 2.48 1.00 0.17  -1.610
N: -2.49 -1.42 0.07  -0.636
C: 0.64 -0.74 0.27  -0.143
C: 0.11 -1.94 -0.27  -1.119
H: 1.76 -0.18 -1.47  0.379
H: -3.02 -1.15 -0.76  0.205
H: -1.13 -1.82 -0.25  0.327
H: -0.37 0.77 -1.77  0.241
H: 0.47 2.23 -1.26  0.365
H: -2.99 0.45 0.87  0.423
H: -1.85 -0.62 1.85  0.321
H: -1.61 1.76 0.19  0.462
H: -0.19 1.49 1.22  0.216
H: 0.81 -0.69 1.34  0.479
H: 2.97 1.73 -0.48  0.401
H: 3.24 0.28 0.50  0.414
H: 2.11 1.52 1.05  0.284
H: 0.19 -2.82 0.36  0.373
H: 0.37 -2.14 -1.31  0.328


Formula: C7H15N2
Source: the OMol25 dataset
Level of theory: ωB97M-V/def2-TZVPD

Spin multiplicity: 1
Gap between HOMO and LUMO (eV): 7.86
Energy above the lowest of the compared OMol25 structures with the same formula, charge and spin (kJ/mol): 465.9
HOMO (eV): -13.35
Net charge: +1
Energy (eV): -10471.4670

Each line ends with the Mulliken charge.
Positions of all 24 atoms, in Å:
C: 1.25 -0.89 1.93  -0.786
C: 2.15 -0.30 -1.58  -0.256
C: 1.27 -0.68 0.63  0.569
C: 0.36 2.46 0.38  -1.443
C: -1.50 -2.16 -0.02  -0.951
C: -0.75 1.60 -0.18  -0.386
C: -1.29 -0.69 -0.65  -0.812
N: 1.87 -0.70 -0.41  0.000
N: -0.72 0.22 0.33  -0.058
H: 0.73 -0.27 2.66  0.287
H: 1.91 -1.76 2.26  0.278
H: 1.77 0.57 -2.09  0.301
H: 2.48 -1.03 -2.30  0.300
H: 0.16 3.45 -0.03  0.386
H: 0.43 2.62 1.40  0.396
H: 1.27 2.10 0.10  0.376
H: -0.42 -2.40 0.22  0.236
H: -2.23 -2.08 0.88  0.300
H: -1.88 -2.71 -0.84  0.398
H: -0.64 1.69 -1.23  0.341
H: -1.76 2.09 0.08  0.333
H: -2.28 -0.36 -1.04  0.491
H: -0.77 -0.91 -1.58  0.353
H: -1.42 0.14 1.06  0.345


Formula: C7H15N2
Source: the OMol25 dataset
Level of theory: ωB97M-V/def2-TZVPD

Spin multiplicity: 1
Structure (SMILES): CC(C)(C)C1=NC[NH2+]C1
Gap between HOMO and LUMO (eV): 10.52
Energy above the lowest of the compared OMol25 structures with the same formula, charge and spin (kJ/mol): 191.8
HOMO (eV): -14.25
Net charge: +1
Energy (eV): -10474.3080

Each line ends with the Mulliken charge.
Positions of all 24 atoms, in Å:
C: -1.55 -0.07 1.41  -1.356
C: -1.03 0.15 -0.05  1.718
C: -1.59 -0.89 -0.95  -1.755
C: -1.45 1.63 -0.34  -1.529
C: 0.50 0.13 0.00  -0.014
N: 1.13 1.12 0.50  -0.470
C: 2.54 1.00 0.38  -0.579
N: 2.71 -0.46 -0.25  -0.125
C: 1.40 -0.88 -0.66  -0.724
H: -2.69 0.23 1.33  0.367
H: -1.52 -1.13 1.75  0.339
H: -1.17 0.64 2.13  0.405
H: -2.74 -0.93 -0.87  0.340
H: -1.11 -1.79 -0.77  0.481
H: -1.47 -0.66 -2.02  0.370
H: -2.52 1.63 -0.10  0.423
H: -1.18 1.88 -1.29  0.469
H: -0.88 2.37 0.25  0.354
H: 3.08 1.72 -0.20  0.368
H: 2.94 1.04 1.35  0.360
H: 3.23 -1.03 0.49  0.412
H: 3.44 -0.19 -1.03  0.434
H: 0.97 -1.70 -0.16  0.397
H: 1.28 -1.00 -1.72  0.315


Formula: C7H15N2
Source: the OMol25 dataset
Level of theory: ωB97M-V/def2-TZVPD

Spin multiplicity: 1
Gap between HOMO and LUMO (alpha / beta) (eV): 8.39 / 8.39
Energy above the lowest of the compared OMol25 structures with the same formula, charge and spin (kJ/mol): 439.6
HOMO (alpha / beta) (eV): -11.84 / -11.84
Net charge: +1
Energy (eV): -10471.7400

Each line ends with the Mulliken charge.
Positions of all 24 atoms, in Å:
C: 1.71 -0.26 0.33  -1.022
C: -0.35 -1.55 0.42  -0.923
C: 0.72 0.80 -0.15  0.642
C: -0.94 -0.34 -0.23  0.438
C: 1.15 1.62 -1.21  -1.599
C: -2.03 -0.60 -1.26  -1.477
C: -0.89 1.37 1.63  -0.973
N: -0.53 0.89 0.33  0.292
N: 1.17 -1.64 0.23  -0.190
H: 2.61 -0.21 -0.21  0.500
H: 1.92 0.09 1.42  0.296
H: -0.44 -1.49 1.54  0.321
H: -0.89 -2.49 0.09  0.477
H: 1.54 1.12 -2.17  0.318
H: 1.94 2.29 -0.98  0.431
H: 0.22 2.06 -1.44  0.454
H: -1.71 -1.11 -2.14  0.313
H: -2.60 0.31 -1.32  0.393
H: -2.59 -1.28 -0.65  0.431
H: -0.38 0.93 2.48  0.376
H: -0.58 2.46 1.64  0.343
H: -1.98 1.45 1.78  0.299
H: 1.29 -1.87 -0.81  0.451
H: 1.66 -2.54 0.68  0.411


- What is the energy in the first record?
  -8988.0657 eV


- What is the energy in the third record?
  -8987.5479 eV


Repeat the fourth record exactly.
Formula: C7H15N2
Source: the OMol25 dataset
Level of theory: ωB97M-V/def2-TZVPD

Spin multiplicity: 1
Gap between HOMO and LUMO (eV): 7.86
Energy above the lowest of the compared OMol25 structures with the same formula, charge and spin (kJ/mol): 465.9
HOMO (eV): -13.35
Net charge: +1
Energy (eV): -10471.4670

Each line ends with the Mulliken charge.
Positions of all 24 atoms, in Å:
C: 1.25 -0.89 1.93  -0.786
C: 2.15 -0.30 -1.58  -0.256
C: 1.27 -0.68 0.63  0.569
C: 0.36 2.46 0.38  -1.443
C: -1.50 -2.16 -0.02  -0.951
C: -0.75 1.60 -0.18  -0.386
C: -1.29 -0.69 -0.65  -0.812
N: 1.87 -0.70 -0.41  0.000
N: -0.72 0.22 0.33  -0.058
H: 0.73 -0.27 2.66  0.287
H: 1.91 -1.76 2.26  0.278
H: 1.77 0.57 -2.09  0.301
H: 2.48 -1.03 -2.30  0.300
H: 0.16 3.45 -0.03  0.386
H: 0.43 2.62 1.40  0.396
H: 1.27 2.10 0.10  0.376
H: -0.42 -2.40 0.22  0.236
H: -2.23 -2.08 0.88  0.300
H: -1.88 -2.71 -0.84  0.398
H: -0.64 1.69 -1.23  0.341
H: -1.76 2.09 0.08  0.333
H: -2.28 -0.36 -1.04  0.491
H: -0.77 -0.91 -1.58  0.353
H: -1.42 0.14 1.06  0.345